Entry 1:
# C20H32F6GeN3NiO5

C20H32F6GeN3NiO5 as an isolated structure in a non-equilibrium geometry (the ωB97M-V functional and the def2-TZVPD basis, the OMol25 dataset).

ORCA input file:
```
! wB97M-V def2-TZVPD RIJCOSX def2/J DEFGRID3
* xyz 0 2
Ni 0.33 -0.48 0.08
C 3.67 -1.07 1.60
C 2.59 -0.40 2.44
C 1.80 -1.40 3.27
C 3.24 0.64 3.35
O 1.71 0.23 1.52
Ge 0.49 1.69 1.90
O -0.80 0.30 1.54
C -2.08 0.10 2.15
C -2.10 0.77 3.51
C -2.27 -1.40 2.33
C -3.15 0.72 1.25
O 0.50 1.87 0.01
C 1.31 2.85 -0.63
C 2.55 2.22 -1.25
C 1.76 3.90 0.38
C 0.43 3.52 -1.70
H 4.32 -1.69 2.22
H 4.29 -0.32 1.11
H 3.22 -1.70 0.83
H 2.47 -2.01 3.89
H 1.22 -2.05 2.62
H 1.12 -0.88 3.94
H 3.98 0.16 3.99
H 2.50 1.13 3.99
H 3.74 1.41 2.76
H -1.31 0.37 4.15
H -3.05 0.59 3.99
H -1.96 1.85 3.44
H -1.38 -1.83 2.77
H -2.44 -1.89 1.37
H -3.12 -1.60 2.98
H -3.02 1.79 1.19
H -4.14 0.52 1.65
H -3.09 0.30 0.26
H 3.04 1.57 -0.53
H 3.26 3.00 -1.54
H 2.31 1.64 -2.13
H 2.40 3.47 1.14
H 0.91 4.38 0.87
H 2.33 4.67 -0.14
H 0.07 2.76 -2.39
H 1.00 4.25 -2.27
H -0.42 4.01 -1.24
N -3.30 -1.82 -2.16
C -2.06 -1.38 -1.91
O -1.66 -1.14 -0.76
C -1.17 -1.20 -3.06
C 0.03 -0.68 -2.62
N 0.81 -0.28 -1.85
C -1.47 -1.65 -4.34
N -1.77 -2.06 -5.37
H -3.87 -2.09 -1.37
H -3.57 -2.12 -3.08
C 1.59 -4.33 1.11
C 0.99 -3.51 -0.05
O 0.88 -2.21 0.40
C 1.93 -3.64 -1.27
F 2.14 -4.93 -1.62
F 3.15 -3.14 -0.99
F 1.50 -3.01 -2.38
C -0.37 -4.15 -0.39
F -0.88 -3.78 -1.59
F -1.30 -3.84 0.53
F -0.32 -5.50 -0.43
H 2.53 -3.87 1.41
H 1.77 -5.38 0.82
H 0.90 -4.31 1.94
*
```

Values from the calculation:
Calculated total energy in eV: -149831.1117
Lowest unoccupied orbital energy (alpha / beta) in eV: -3.37 / -3.71
F_max in eV/Å: 1.06
Expectation value of S²: 0.911
HOMO level (alpha / beta) in Eh: -0.3251 / -0.3149
Gap between HOMO and LUMO (alpha / beta) in eV: 5.48 / 4.86

Here are the natural (NBO) charges for atoms 1 to 5, given in e: 1.6536 -0.6261 0.2661 -0.6331 -0.6311

***

Entry 2:
# C20H32N2O4S

The molecule C20H32N2O4S in a non-equilibrium geometry (the ωB97M-V functional and the def2-TZVPD basis, the OMol25 dataset).

ORCA input file:
```
! wB97M-V def2-TZVPD RIJCOSX def2/J DEFGRID3
* xyz 0 1
C 3.00 2.05 -2.91
O 3.40 2.57 -1.65
C 4.77 2.86 -1.54
C 5.67 1.61 -1.50
N 5.24 0.68 -0.49
C 4.45 -0.38 -0.80
O 4.29 -0.74 -1.95
C 3.87 -1.13 0.41
C 2.83 -2.14 -0.07
C 1.60 -1.43 -0.62
C 0.98 -0.47 0.40
C -0.23 0.24 -0.22
N -0.99 1.08 0.68
S -1.96 0.28 1.80
O -2.50 1.30 2.65
O -1.23 -0.77 2.46
C -3.23 -0.38 0.71
C -3.46 -1.75 0.58
C -2.67 -2.78 1.31
C -4.47 -2.17 -0.28
C -5.25 -1.27 -0.99
C -6.35 -1.75 -1.89
C -4.99 0.09 -0.84
C -3.99 0.55 0.00
C -3.76 2.02 0.11
C 2.04 0.53 0.86
C 3.24 -0.21 1.45
H 1.91 2.07 -2.91
H 3.35 1.03 -3.05
H 3.37 2.69 -3.72
H 5.10 3.51 -2.36
H 4.86 3.40 -0.60
H 6.70 1.92 -1.31
H 5.63 1.08 -2.46
H 5.27 1.01 0.46
H 4.71 -1.67 0.86
H 3.26 -2.77 -0.84
H 2.54 -2.77 0.78
H 1.88 -0.88 -1.52
H 0.85 -2.18 -0.92
H 0.63 -1.04 1.26
H -0.93 -0.50 -0.61
H 0.10 0.86 -1.06
H -0.43 1.79 1.14
H -1.62 -2.73 1.03
H -2.71 -2.61 2.39
H -3.05 -3.77 1.09
H -4.65 -3.23 -0.38
H -6.18 -2.78 -2.19
H -7.30 -1.69 -1.36
H -6.42 -1.12 -2.78
H -5.59 0.80 -1.39
H -3.67 2.31 1.15
H -2.82 2.28 -0.38
H -4.57 2.57 -0.36
H 2.36 1.15 0.02
H 1.62 1.19 1.63
H 3.96 0.50 1.86
H 2.89 -0.83 2.29
*
```

Values from the calculation:
Energy relative to the best compared isomer or geometry (same formula, charge and spin) in eV: 0.410
SMILES: COCCNC(=O)[C@H]1CC[C@@H](CNS(=O)(=O)c2c(C)cc(C)cc2C)CC1
Calculated total energy in eV: -43265.3016
Lowest unoccupied orbital energy in eV: 0.70
F_max in eV/Å: 1.00
HOMO level in Eh: -0.3377
Gap between HOMO and LUMO in eV: 9.89

Here are the natural (NBO) charges for atoms 1 to 5, given in e: -0.2689 -0.5450 -0.0655 -0.2626 -0.6195

***

Entry 3:
# C20H32N8O8

A 8-piece molecular cluster, C20H32N8O8 overall in a non-equilibrium geometry (the ωB97M-V functional and the def2-TZVPD basis, the OMol25 dataset).

ORCA input file:
```
! wB97M-V def2-TZVPD RIJCOSX def2/J DEFGRID3
* xyz 0 1
C 4.52 -0.06 0.44
N 4.04 -0.60 1.72
O 3.83 0.23 2.61
O 3.75 -1.84 1.80
H 4.89 0.91 0.50
H 3.58 0.06 -0.24
H 5.16 -0.90 0.09
C 0.31 -1.02 0.40
N 0.31 0.43 0.01
O -0.64 1.18 0.15
O 1.38 0.91 -0.23
H -0.83 -1.25 0.91
H 0.91 -1.22 1.09
H 0.13 -1.53 -0.61
C 2.48 1.84 -3.17
N 2.94 0.75 -3.95
O 3.87 1.03 -4.77
O 2.74 -0.41 -3.46
H 1.77 1.48 -2.57
H 2.17 2.52 -4.00
H 3.26 2.37 -2.67
C -1.59 4.16 1.58
N -2.80 3.64 2.24
O -2.66 2.64 2.94
O -3.72 4.47 2.36
H -0.91 3.49 1.10
H -1.00 4.80 2.28
H -2.05 4.71 0.81
C -0.24 0.66 5.84
C -0.72 0.55 4.48
C 0.51 0.93 3.65
N 1.53 1.16 4.48
C 1.26 0.96 5.80
H -0.82 0.55 6.74
H -1.60 0.36 4.00
H 0.50 1.08 2.63
H 2.47 1.54 4.22
H 1.93 1.16 6.52
C -0.75 3.36 -4.35
C -0.89 2.51 -3.12
C -0.57 1.03 -3.50
N -0.32 1.10 -4.90
C -0.41 2.39 -5.48
H -0.81 4.24 -4.74
H -1.38 2.59 -2.21
H -0.57 0.06 -3.06
H -0.16 0.21 -5.50
H -0.63 2.53 -6.56
C -1.00 -3.95 -1.98
C -0.05 -3.45 -3.05
C 1.29 -3.61 -2.46
N 1.20 -4.03 -1.13
C -0.17 -4.31 -0.79
H -2.08 -4.09 -2.18
H -0.32 -3.08 -4.07
H 2.10 -3.18 -2.85
H 2.15 -4.50 -0.70
H -0.58 -4.79 0.10
C -3.76 -2.97 0.58
C -3.52 -1.48 0.69
C -3.41 -1.11 2.11
N -3.54 -2.34 2.87
C -3.77 -3.47 1.99
H -4.26 -3.46 -0.23
H -3.50 -0.86 -0.23
H -3.30 -0.16 2.74
H -3.77 -2.44 3.81
H -3.87 -4.45 2.44
*
```

Values from the calculation:
Energy relative to the best compared isomer or geometry (same formula, charge and spin) in eV: 8.182
SMILES: C[N+](=O)[O-].C[N+](=O)[O-].C[N+](=O)[O-].C[N+](=O)[O-].c1cc[nH]c1.c1cc[nH]c1.c1cc[nH]c1.c1cc[nH]c1
Calculated total energy in eV: -49537.8312
Lowest unoccupied orbital energy in eV: -0.68
F_max in eV/Å: 12.59
HOMO level in Eh: -0.2778
Gap between HOMO and LUMO in eV: 6.88

Here are the natural (NBO) charges for atoms 1 to 5, given in e: -0.4979 0.5120 -0.3752 -0.3971 0.2349

***

Entry 4:
# C20H32O14S

A 5-piece molecular cluster, C20H32O14S overall in a non-equilibrium geometry (the ωB97M-V functional and the def2-TZVPD basis, the OMol25 dataset).

ORCA input file:
```
! wB97M-V def2-TZVPD RIJCOSX def2/J DEFGRID3
* xyz 0 1
C -1.03 -1.90 -4.08
C -0.35 -3.19 -3.85
C -0.52 -3.87 -2.44
O -1.55 -4.87 -2.80
C -1.70 -4.93 -4.14
O -2.41 -5.79 -4.61
O -0.98 -4.12 -4.78
H -1.03 -1.41 -5.12
H -0.60 -0.90 -3.60
H -2.07 -2.02 -3.81
H 0.79 -3.03 -4.12
H -1.00 -3.24 -1.66
H 0.37 -4.35 -1.96
C -1.51 4.28 -2.61
C -1.58 3.45 -1.32
C -2.17 1.97 -1.49
O -1.15 1.22 -1.07
C -0.06 1.89 -0.73
O 1.12 1.51 -0.55
O -0.27 3.15 -0.79
H -0.95 5.10 -2.48
H -2.51 4.58 -2.79
H -1.21 3.67 -3.40
H -2.48 3.84 -0.57
H -2.26 1.73 -2.46
H -2.98 1.73 -0.77
C 2.36 3.80 1.75
C 3.91 3.51 1.47
C 4.09 3.08 0.03
O 4.87 4.26 -0.43
C 5.33 4.92 0.58
O 6.20 5.77 0.41
O 4.79 4.55 1.70
H 2.28 4.29 2.59
H 1.72 2.96 1.55
H 2.04 4.40 1.00
H 4.12 2.62 1.92
H 3.04 3.21 -0.58
H 4.70 2.08 0.07
C -3.41 -0.87 3.84
C -3.73 -1.30 2.39
C -3.32 -0.39 1.27
O -2.76 -1.37 0.27
C -2.74 -2.50 0.77
O -2.39 -3.49 0.21
O -3.04 -2.49 2.07
H -3.60 -1.61 4.52
H -3.82 -0.02 4.07
H -2.40 -0.84 3.95
H -4.79 -1.41 2.30
H -2.30 0.23 1.72
H -4.02 0.36 0.82
O 3.06 0.11 1.80
S 1.81 -0.45 2.03
O 0.76 0.28 2.66
C 1.19 -1.23 0.68
C 0.92 -2.70 1.04
C 1.78 -3.12 2.27
C 2.05 -1.83 3.10
H 1.80 -1.15 -0.13
H 0.24 -0.80 0.49
H -0.20 -2.56 1.34
H 1.01 -3.38 0.21
H 2.54 -3.67 2.15
H 1.41 -4.08 2.81
H 3.01 -1.81 3.35
H 1.60 -1.89 3.95
*
```

Values from the calculation:
Energy relative to the best compared isomer or geometry (same formula, charge and spin) in eV: 0.000
SMILES: C[C@H]1COC(=O)O1.C[C@H]1COC(=O)O1.C[C@H]1COC(=O)O1.C[C@H]1COC(=O)O1.O=S1(=O)CCCC1
Calculated total energy in eV: -60751.3657
Lowest unoccupied orbital energy in eV: -0.18
F_max in eV/Å: 8.36
HOMO level in Eh: -0.3666
Gap between HOMO and LUMO in eV: 9.80

Here are the natural (NBO) charges for atoms 1 to 5, given in e: -0.6555 0.0450 -0.1147 -0.4908 0.9584

***

What is the F_max in the third record? 12.59 eV/Å

***

The lowest calculated total energy belongs to which entry? C20H32F6GeN3NiO5

***

calculated total energy of number 2 (C20H32N2O4S)? -43265.3016 eV